Entry 1:
{
  "formula": "C4H13NO2",
  "method": "ωB97M-V with the def2-TZVPD basis set",
  "elements": ["C", "O", "C", "C", "C", "N", "H", "H", "H", "H", "H", "H", "H", "H", "H", "H", "H", "H", "H", "O"],
  "xyz": [[1.636883, -0.254453, -0.141784], [1.965345, -0.527275, -1.499340], [0.745169, -1.518083, 0.173252], [-0.596529, -1.595855, -0.460638], [-1.551155, -0.339136, -0.466850], [-2.094274, -0.110820, 0.896009], [2.505305, -0.212553, 0.560829], [1.142577, 0.700038, 0.014610], [1.247924, 0.053838, -1.935637], [1.398232, -2.388263, -0.195318], [0.494700, -1.575790, 1.268206], [-0.447776, -1.834536, -1.536329], [-1.105894, -2.422081, 0.001587], [-2.355212, -0.351929, -1.176182], [-1.019542, 0.586553, -0.810082], [-2.841150, 0.605313, 0.940292], [-1.301050, 0.295233, 1.430758], [0.983049, 3.042473, 0.485815], [0.211125, 3.942507, 1.493288], [0.982271, 3.904818, 0.957512]],
  "forces_ev_per_a": [[-0.0292, -2.3146, 0.8005], [-1.7787, 3.0390, -0.7885], [1.1709, 0.5808, 2.2458], [-0.1392, 0.3684, -2.5529], [-0.5134, -0.9236, 1.5721], [2.3825, 3.3944, -2.4384], [-0.3745, -0.3608, -0.9452], [-0.4056, 0.2834, -0.2189], [2.1819, -1.5611, 0.0200], [-1.1587, 1.0984, 0.9329], [1.0235, -0.2431, -0.5473], [-0.3986, 0.1260, 0.4699], [-0.6271, -0.2658, -0.0303], [-0.5811, -0.6845, -0.2551], [0.3167, -0.1908, 0.8006], [-0.5427, -1.1737, 0.2041], [-0.5490, -1.2189, 0.7194], [-0.0625, 1.0274, 0.6032], [-1.0185, -0.0034, 0.6792], [1.1035, -0.9774, -1.2713]],
  "homo_energy_ev": [-14.36, -14.17],
  "spin_multiplicity": 2,
  "s_squared": 0.76,
  "lumo_energy_ev": [-4.1, -9.7],
  "orbital_gap_ha": [0.37879, 0.16603],
  "total_charge": 1
}


Entry 2:
{
  "formula": "C4H13NO2P",
  "method": "ωB97M-V with the def2-TZVPD basis set",
  "elements": ["C", "C", "C", "C", "N", "O", "O", "P", "H", "H", "H", "H", "H", "H", "H", "H", "H", "H", "H", "H", "H"],
  "xyz": [[2.734026, 1.157434, -0.002114], [1.610451, -0.496607, 1.490310], [-3.544782, 1.093037, -1.111543], [2.030884, -0.968814, -0.793864], [2.193449, -0.180029, 0.207936], [-1.312886, -1.552228, 0.257491], [-2.572048, 0.212107, -0.674248], [-2.163833, -0.340910, 0.873272], [3.376010, 1.309088, -0.859534], [1.932935, 1.944739, 0.065137], [3.406680, 1.230719, 0.818522], [1.661324, 0.404268, 2.133541], [0.554005, -0.760310, 1.400904], [2.143828, -1.412330, 1.960293], [-3.809718, 0.676275, -2.150874], [-2.996703, 2.106090, -1.269353], [-4.433146, 1.109552, -0.514414], [2.350345, -0.604921, -1.734590], [1.973587, -2.065158, -0.823937], [-1.754818, -2.029467, -0.379734], [-3.379584, -0.832525, 1.106805]],
  "forces_ev_per_a": [[-0.6453, 1.1744, 0.6539], [0.5332, -1.1220, 2.3777], [1.0580, 1.1563, -2.8659], [1.9658, -0.4292, 0.1592], [-1.5411, -1.0359, -2.3445], [2.1520, 0.5675, 2.5135], [1.3669, -1.2831, 1.5390], [1.1260, 2.6298, -1.6827], [-0.4305, -0.5439, -0.5885], [0.7736, -0.8833, -0.0164], [0.4759, 0.6878, 0.9276], [0.2493, -0.7508, -0.2508], [0.2441, 0.0465, -0.3305], [-0.6984, 1.7153, -0.6607], [0.0367, 0.9870, 1.4143], [-1.6121, -1.2846, 0.3946], [-0.4572, 0.3468, 0.4998], [0.1439, 0.6534, -0.8979], [-1.1213, 0.4732, 1.0270], [-1.6379, -1.8219, -2.4205], [-1.9816, -1.2833, 0.5522]],
  "homo_energy_ev": -12.03,
  "lumo_energy_ev": -5.0,
  "orbital_gap_ha": 0.25913,
  "total_charge": 1
}


Entry 3:
{
  "formula": "C4H13NO3",
  "method": "ωB97M-V with the def2-TZVPD basis set",
  "elements": ["C", "C", "C", "O", "N", "C", "O", "H", "H", "H", "H", "H", "H", "H", "H", "H", "H", "H", "O", "H", "H"],
  "xyz": [[-0.914581, 1.782189, 0.161407], [-0.583855, 0.323641, 0.007332], [-1.810548, -0.609445, 0.158775], [-2.759703, -0.376305, -0.917129], [0.408579, -0.082647, 0.981225], [1.093813, -1.325298, 0.802935], [1.438057, -1.566582, -0.580830], [-1.044891, 2.076525, 1.207696], [-0.149386, 2.400709, -0.332678], [-1.826929, 2.095704, -0.344401], [-0.247404, 0.084566, -1.010408], [-2.345077, -0.403848, 1.094233], [-1.512753, -1.655482, 0.189421], [-2.731301, 0.577976, -0.948127], [1.027540, 0.636189, 1.307558], [2.027124, -1.244819, 1.361549], [0.573656, -2.204753, 1.207301], [1.670339, -2.468173, -0.780338], [2.502031, 0.824769, -0.878199], [2.267031, -0.114188, -1.064554], [2.918255, 1.249276, -1.622768]],
  "forces_ev_per_a": [[0.2052, 0.8096, -0.3055], [-0.5637, -1.5557, -0.2023], [-0.7699, 0.8060, 0.1096], [1.0383, -0.5800, 0.6954], [0.0372, -0.6988, 0.3175], [0.5658, -0.0807, 0.3109], [-0.3924, 0.6482, -0.1570], [0.2037, -0.1176, -0.0694], [0.0153, -0.1895, 0.4943], [-0.2366, -0.2401, -0.0933], [0.1678, 0.4977, 0.0176], [0.2708, 0.0014, 0.1687], [-0.0308, -0.0184, -0.3864], [-0.5045, 0.4015, -0.4920], [0.0935, 0.2679, -0.4354], [0.0132, 0.0036, 0.1487], [-0.3086, 0.2082, -0.3402], [0.0049, -0.5183, 0.2966], [-0.1944, -0.1745, 0.5132], [0.2613, 0.7369, -0.1767], [0.1241, -0.2074, -0.4142]],
  "homo_energy_ev": -8.99,
  "smiles": "C[C@H](CO)NCO.O",
  "lumo_energy_ev": 0.6,
  "orbital_gap_ha": 0.35245,
  "total_charge": 0
}


Entry 4:
{
  "formula": "C4H13NO3",
  "method": "ωB97M-V with the def2-TZVPD basis set",
  "elements": ["C", "C", "C", "N", "C", "O", "H", "H", "H", "H", "H", "H", "H", "H", "H", "O", "H", "H", "O", "H", "H"],
  "xyz": [[2.689313, 0.081979, 1.234552], [1.560755, 0.999763, 0.746758], [0.376343, 0.982244, 1.699925], [1.186190, 0.671086, -0.638098], [0.823836, -0.549647, -1.062048], [0.496149, -1.481815, -0.355795], [2.448954, -0.940900, 0.972630], [2.867303, 0.207098, 2.294127], [3.622062, 0.308409, 0.710003], [1.950432, 2.010812, 0.726517], [-0.491940, 1.481920, 1.301845], [0.115605, -0.038631, 1.967633], [0.643657, 1.458972, 2.647373], [1.372532, 1.408431, -1.294262], [0.815790, -0.619595, -2.164982], [-3.379510, -1.617416, 0.074852], [-3.210706, -2.306936, -0.575947], [-2.479525, -1.377146, 0.330239], [-2.475722, 1.079118, -1.673938], [-2.657908, 0.198308, -2.015390], [-3.010861, 1.101377, -0.865109]],
  "forces_ev_per_a": [[0.1543, 0.2590, -0.7690], [-0.0218, -0.3737, 0.3197], [0.2201, -0.3438, 0.5909], [0.5840, 0.5539, 0.6927], [-0.4289, 0.2006, -0.5423], [0.0800, -0.1421, 0.1831], [-0.1272, -0.2654, 0.3904], [-0.0686, -0.1159, 0.2599], [-0.0494, 0.1256, 0.0367], [-0.0035, 0.2783, -0.2238], [-0.2658, 0.1899, -0.2426], [-0.1478, -0.1620, -0.2037], [0.0724, 0.1375, -0.1407], [-0.0812, -0.3154, -0.3867], [-0.0637, -0.0112, 0.0414], [0.3754, 0.0460, -0.1977], [-0.2171, -0.1109, -0.0076], [-0.0138, 0.0862, 0.1650], [-0.1999, -0.0311, 0.3526], [0.0111, -0.0388, -0.0449], [0.1916, 0.0333, -0.2733]],
  "homo_energy_ev": -9.90,
  "smiles": "CC(C)NC=O.O.O",
  "lumo_energy_ev": 0.7,
  "orbital_gap_ha": 0.38871,
  "total_charge": 0
}


Entry 5:
{
  "formula": "C4H13NO3",
  "method": "ωB97M-V with the def2-TZVPD basis set",
  "elements": ["C", "N", "C", "C", "C", "O", "H", "H", "H", "H", "H", "H", "H", "H", "H", "O", "H", "H", "O", "H", "H"],
  "xyz": [[-0.912777, 0.874252, 0.623667], [-1.258842, 0.059534, -0.598574], [-0.181546, -0.272059, -1.484098], [0.743107, 0.863856, -1.987511], [0.798869, -1.333609, -0.853256], [1.986773, -1.187059, -0.832320], [-1.112556, 1.911092, 0.356642], [-1.604303, 0.569465, 1.393917], [0.123904, 0.867280, 0.904731], [-2.154646, 0.312701, -0.979244], [-0.595937, -0.697694, -2.410068], [1.265733, 1.160062, -1.063484], [1.534258, 0.399648, -2.582561], [0.311270, 1.642053, -2.599448], [0.311552, -2.223035, -0.454255], [1.206265, 1.588189, 2.343412], [1.994761, 1.980779, 2.721741], [1.051365, 0.710329, 2.711776], [-1.152640, -2.511573, 2.004874], [-1.812327, -2.030754, 1.491130], [-0.542276, -2.683457, 1.292923]],
  "forces_ev_per_a": [[-1.3731, 0.0559, -2.2410], [0.8367, -0.4813, 1.7635], [0.7356, 0.3403, -1.3038], [0.7334, -0.9873, 1.0566], [-0.8693, 1.2060, -0.7862], [0.0610, -0.3422, 0.2261], [0.0002, 0.3299, 0.3864], [0.1787, 0.0109, 0.5745], [0.0726, -0.6325, -0.1460], [0.2880, 0.0467, -0.3871], [-0.1538, -0.4798, 0.4006], [-0.1224, 0.8897, -0.6227], [-0.1173, 0.0451, -0.0537], [-0.4475, 0.2955, 0.3591], [-0.2152, -0.4895, 0.2728], [-0.1154, 0.2239, -0.0465], [0.1171, -0.3191, 0.2646], [0.3985, 0.2261, 0.2492], [-0.3789, 0.2752, -0.2069], [-0.3541, 0.1773, 0.3160], [0.7251, -0.3908, -0.0757]],
  "homo_energy_ev": -8.71,
  "smiles": "CN[C@@H](C)C=O.O.O",
  "lumo_energy_ev": 0.7,
  "orbital_gap_ha": 0.34419,
  "total_charge": 0
}


Entry 6:
{
  "formula": "C4H13NOP",
  "method": "ωB97M-V with the def2-TZVPD basis set",
  "elements": ["C", "C", "C", "C", "N", "O", "P", "H", "H", "H", "H", "H", "H", "H", "H", "H", "H", "H", "H", "H"],
  "xyz": [[0.184297, 0.358210, -2.108692], [-1.659865, 0.853222, -0.449636], [2.174138, 0.445765, 1.047420], [0.252451, -0.547592, 0.138685], [-0.636277, -0.194835, -0.969415], [0.831500, 0.709993, 0.557131], [-1.612313, -1.708275, 2.051300], [0.989712, 0.862739, -1.671142], [0.566035, -0.558878, -2.700563], [-0.451746, 1.029018, -2.768970], [-2.274710, 1.232141, -1.217223], [-2.230961, 0.339249, 0.298625], [-1.101685, 1.623363, 0.119959], [2.635401, 1.369631, 1.292382], [2.704038, -0.143538, 0.212923], [2.131667, -0.264258, 1.878289], [1.015320, -1.314853, -0.189640], [-1.221741, -0.962675, -1.429998], [-1.566432, -0.741647, 2.954987], [-0.728831, -2.386778, 2.953579]],
  "forces_ev_per_a": [[-1.0709, -1.6167, -2.2660], [1.7039, -0.4870, 1.4222], [-0.1716, -2.2669, -1.5978], [0.8529, 0.7381, 1.2727], [-2.2951, 0.9496, -1.2245], [-0.4378, -2.9944, -0.3171], [1.1280, -1.5269, -1.8157], [1.0504, 0.9573, 0.2912], [-0.5813, 1.6423, 0.8171], [0.8507, -0.9392, 0.8807], [-0.4212, 0.3301, -1.0281], [-0.5115, -0.3574, 0.1324], [-0.2825, -0.3338, -0.8968], [0.3382, 0.6543, 0.1471], [-0.2513, 1.2684, 1.1444], [-0.0313, 0.4350, 0.2361], [-0.9212, 0.7385, 0.5860], [1.1652, 0.7633, 1.5678], [-0.1074, 2.2426, 1.2878], [-0.0062, -0.1971, -0.6393]],
  "homo_energy_ev": [-13.01, -12.58],
  "lumo_energy_ev": [-4.7, -4.8],
  "orbital_gap_ha": [0.30405, 0.28582],
  "total_charge": 1
}


Entry 7:
{
  "formula": "C4H13NOS",
  "method": "ωB97M-V with the def2-TZVPD basis set",
  "elements": ["C", "N", "C", "C", "C", "S", "H", "H", "H", "H", "H", "H", "H", "H", "H", "H", "H", "O", "H", "H"],
  "xyz": [[1.683201, 1.347713, 1.878592], [1.160740, 0.647331, 0.720059], [-0.279111, 0.612314, 0.553932], [-1.015958, -0.287136, 1.570121], [-0.555233, 0.206203, -0.885850], [-2.334385, 0.052437, -1.194240], [1.105347, 1.217744, 2.803379], [2.689418, 0.999962, 2.077323], [1.715566, 2.426518, 1.702468], [1.572096, -0.269248, 0.616327], [-0.637566, 1.649438, 0.696411], [-2.078551, -0.053602, 1.571491], [-0.833443, -1.329914, 1.345717], [-0.666854, -0.011363, 2.569076], [-0.045871, 0.907295, -1.539715], [-0.092181, -0.775067, -1.058928], [-2.303245, 0.309539, -2.505582], [2.988651, -2.004316, -1.267608], [3.787512, -2.069618, -1.800585], [2.753224, -2.929075, -1.077872]],
  "forces_ev_per_a": [[-0.3310, 0.1208, 0.0675], [0.2213, 0.0425, -0.0701], [-0.3008, 0.3294, 0.3528], [0.2912, 1.1132, -0.0454], [0.4608, -0.5587, 0.1189], [-0.1648, 0.2062, -0.0837], [-0.0433, -0.1952, -0.0120], [0.2182, 0.0332, 0.0051], [0.0606, -0.0289, -0.1203], [-0.0117, -0.0773, 0.0121], [0.0805, -0.3139, -0.0677], [-0.1715, -0.2835, -0.1411], [-0.0343, -0.3105, 0.1273], [0.0650, -0.3658, -0.0227], [-0.2858, 0.1456, -0.1555], [-0.0390, 0.1551, 0.0300], [0.0328, -0.0120, -0.0423], [-0.1464, -0.5759, 0.1426], [-0.0114, 0.0697, 0.0070], [0.1096, 0.5059, -0.1026]],
  "homo_energy_ev": -8.47,
  "smiles": "CN[C@H](C)CS.O",
  "lumo_energy_ev": 0.7,
  "orbital_gap_ha": 0.33519,
  "total_charge": 0
}


Entry 8:
{
  "formula": "C4H13NOS",
  "method": "ωB97M-V with the def2-TZVPD basis set",
  "elements": ["C", "C", "N", "C", "C", "S", "H", "H", "H", "H", "H", "H", "H", "H", "H", "H", "H", "O", "H", "H"],
  "xyz": [[2.462809, 1.323008, -0.995853], [1.025542, 1.172026, -0.484227], [0.114582, 0.431271, -1.541607], [-1.392198, 0.688287, -1.478784], [-2.104019, 0.554998, -0.125485], [-2.344078, -1.202096, 0.491172], [2.903750, 0.326999, -1.044120], [2.641114, 1.647247, -2.033154], [3.184547, 1.736923, -0.244573], [0.680422, 2.255167, -0.529346], [0.795250, 0.789502, 0.501061], [0.262132, 0.706086, -2.474022], [-2.056516, 0.128808, -2.165120], [-1.332155, 1.825066, -1.691412], [-1.401484, 1.122222, 0.696883], [-3.107680, 1.184102, -0.197796], [-1.043869, -1.565131, 0.648355], [3.438188, -1.710852, 3.061928], [4.397416, -1.943326, 2.688841], [3.321932, -0.742131, 2.787566]],
  "forces_ev_per_a": [[1.3075, -2.3293, 1.0266], [-2.3553, 2.3946, -3.6988], [-0.7116, -1.4793, 2.6577], [1.0497, 2.4486, 1.0539], [1.3640, 1.9965, 1.9417], [-0.0168, 0.8678, -0.3849], [-0.0973, -0.5415, -0.1269], [-0.6251, 0.6869, 0.6335], [-1.0049, 0.5599, -0.7420], [-0.1595, -0.9094, 0.6611], [0.6044, -0.3558, 0.0190], [1.2641, 0.5238, -1.0713], [1.2041, 0.2137, -0.3523], [-1.3484, -1.3808, 0.0345], [-2.0092, -1.2854, -1.8361], [1.9115, -1.8483, 0.4007], [-0.3752, 0.4344, -0.2122], [2.9085, 1.2930, -1.8144], [-3.2027, 0.8058, 1.2306], [0.2922, -2.0954, 0.5796]],
  "homo_energy_ev": -8.72,
  "smiles": "CCNCCS.O",
  "lumo_energy_ev": 0.5,
  "orbital_gap_ha": 0.33924,
  "total_charge": 0
}


What are the largest force on an atom values for these records? In order: 4.8; 3.4; 1.7; 1.1; 2.6; 3.0; 1.2; 5.0 eV Å⁻¹.
What are the ΔE to the lowest compared entry with this formula, charge and spin values for these records? In order: 3.218; 1.473; 1.747; 0.676; 2.418; 5.313; 0.665; 2.732 eV.